1.
# C3H11NOS2

2 unconnected molecules or ions with the total composition C3H11NOS2 at a distorted geometry (ωB97M-V/def2-TZVPD, the Open Molecules 2025 dataset).

Last column: natural (NBO) charge in e.
CARTESIAN COORDINATES (ANGSTROEM)
N1 0.87 -2.12 -1.53  -0.731
C1 -0.29 -1.85 -0.65  -0.049
C2 -1.54 -2.39 -1.24  -0.627
C3 -0.29 -0.33 -0.23  -0.618
S1 0.09 -0.16 1.50  0.543
S2 1.79 0.98 1.42  0.072
H1 1.34 -3.01 -1.40  0.392
H2 1.53 -1.36 -1.43  0.361
H3 -0.06 -2.44 0.26  0.211
H4 -1.83 -1.83 -2.16  0.232
H5 -1.45 -3.40 -1.63  0.250
H6 -2.41 -2.35 -0.59  0.233
H7 0.51 0.12 -0.82  0.257
H8 -1.19 0.17 -0.60  0.288
H9 2.67 0.07 1.88  0.186
H10 -1.43 3.85 -1.91  0.456
H11 -2.77 3.90 -2.49  0.469
O1 -2.33 4.13 -1.68  -0.924

**2S+1**: 2
**HOMO energy (spin up / spin down)**: -14.04 / -13.38 eV
**Charge**: +1
**Energy above the lowest of the compared OMol25 structures with the same formula, charge and spin**: 25.2 kcal/mol
**Gap between HOMO and LUMO (spin up / spin down)**: 9.40 / 4.69 eV
**Expectation value of S²**: 0.75

---

2.
# C39H100N13O23

13 unconnected molecules or ions with the total composition C39H100N13O23 at a distorted geometry (ωB97M-V/def2-TZVPD, the Open Molecules 2025 dataset).

Last column: Löwdin charge in e.
CARTESIAN COORDINATES (ANGSTROEM)
C1 -1.43 5.90 7.40  -0.061
C2 -0.48 6.83 6.76  -0.180
N1 -0.52 6.80 5.22  -0.255
C3 0.60 7.72 4.82  0.028
C4 -0.31 5.41 4.69  -0.175
C5 0.89 4.72 5.26  -0.039
C6 -1.84 7.33 4.67  -0.048
C7 -2.17 6.84 3.25  -0.229
O1 -1.09 7.01 2.38  -0.224
C8 -1.51 7.24 1.03  -0.045
H1 -1.03 4.91 7.38  0.072
H2 -2.40 5.89 6.96  0.072
H3 -1.59 6.23 8.46  0.123
H4 0.56 6.63 6.99  0.123
H5 -0.73 7.86 7.13  0.159
H6 1.53 7.14 4.99  0.105
H7 0.59 8.57 5.48  0.104
H8 0.50 8.02 3.78  0.104
H9 -0.30 5.51 3.58  0.119
H10 -1.25 4.90 4.83  0.129
H11 0.78 4.70 6.37  0.090
H12 1.85 5.19 4.92  0.101
H13 0.96 3.70 4.99  0.065
H14 -1.75 8.43 4.71  0.155
H15 -2.66 6.94 5.31  0.137
H16 -3.01 7.43 2.89  0.138
H17 -2.55 5.79 3.28  0.120
H18 -1.78 8.28 1.03  0.098
H19 -2.38 6.64 0.68  0.086
H20 -0.65 7.02 0.39  0.087
C9 -2.71 -1.60 -5.19  -0.049
C10 -1.24 -1.33 -4.84  -0.169
N2 -0.69 -0.06 -5.31  -0.289
C11 -0.46 -0.08 -6.79  0.039
C12 -1.71 1.04 -5.15  -0.172
C13 -1.29 2.52 -5.13  -0.027
C14 0.54 0.32 -4.58  -0.092
C15 1.68 -0.70 -4.42  -0.195
O2 2.02 -1.28 -5.64  -0.240
C16 2.88 -2.41 -5.65  -0.049
H21 -3.46 -0.86 -4.81  0.095
H22 -2.93 -2.61 -4.81  0.093
H23 -2.90 -1.65 -6.26  0.078
H24 -0.57 -2.07 -5.34  0.150
H25 -1.20 -1.32 -3.75  0.126
H26 -1.33 -0.55 -7.27  0.119
H27 0.50 -0.65 -6.91  0.119
H28 -0.25 0.90 -7.14  0.098
H29 -2.23 0.76 -4.23  0.103
H30 -2.44 0.88 -5.98  0.145
H31 -2.18 3.14 -5.19  0.097
H32 -0.63 2.72 -5.98  0.080
H33 -0.70 2.77 -4.24  0.063
H34 0.27 0.70 -3.59  0.118
H35 0.85 1.19 -5.15  0.111
H36 1.38 -1.54 -3.75  0.128
H37 2.54 -0.24 -3.96  0.103
H38 2.93 -2.79 -6.70  0.115
H39 2.38 -3.14 -5.01  0.092
H40 3.84 -2.10 -5.28  0.085
C17 1.97 -4.84 1.03  -0.044
C18 0.73 -5.47 1.70  -0.152
N3 -0.20 -6.21 0.76  -0.268
C19 -1.17 -6.86 1.71  0.025
C20 -0.94 -5.14 -0.05  -0.183
C21 -1.94 -5.65 -1.05  -0.069
C22 0.41 -7.16 -0.21  -0.096
C23 1.16 -8.35 0.37  -0.200
O3 0.25 -9.22 1.05  -0.208
C24 0.93 -10.47 1.44  -0.031
H41 1.65 -4.14 0.24  0.070
H42 2.56 -5.58 0.47  0.078
H43 2.54 -4.31 1.81  0.088
H44 0.06 -4.72 2.14  0.131
H45 0.99 -6.22 2.47  0.126
H46 -0.63 -7.20 2.59  0.110
H47 -1.68 -7.70 1.22  0.121
H48 -1.91 -6.15 2.01  0.098
H49 -0.19 -4.56 -0.64  0.132
H50 -1.42 -4.45 0.69  0.090
H51 -2.40 -4.71 -1.44  0.099
H52 -2.73 -6.28 -0.62  0.095
H53 -1.54 -6.04 -1.98  0.076
H54 0.99 -6.51 -0.84  0.127
H55 -0.45 -7.61 -0.75  0.147
H56 1.92 -7.96 1.09  0.135
H57 1.64 -8.81 -0.49  0.133
H58 1.32 -10.96 0.56  0.085
H59 0.19 -11.13 1.85  0.087
H60 1.69 -10.23 2.21  0.103
C25 0.42 4.75 -1.93  0.026
C26 0.61 4.59 -0.46  -0.538
O4 -0.16 3.97 0.30  0.007
N4 1.69 5.19 0.06  0.021
H61 2.17 5.82 -0.47  0.103
H62 4.31 0.97 -5.00  0.119
C27 2.08 5.13 1.46  -0.044
H63 0.95 5.63 -2.23  0.080
H64 -0.64 4.78 -2.19  0.079
H65 0.91 3.89 -2.41  0.068
H66 1.66 4.30 2.01  0.072
H67 1.65 6.03 1.98  0.087
H68 3.16 5.17 1.38  0.090
C28 0.38 -0.87 2.60  0.031
C29 1.32 0.29 2.41  -0.470
O5 1.43 1.17 3.22  0.134
N5 2.06 0.33 1.20  0.014
H69 2.89 -0.51 1.36  0.124
H70 1.43 -0.02 0.46  0.085
C30 2.88 1.49 0.84  0.006
H71 0.58 -1.61 1.82  0.070
H72 -0.68 -0.56 2.57  0.089
H73 0.61 -1.43 3.54  0.122
H74 3.09 2.14 1.69  0.089
H75 2.36 2.12 0.14  0.083
H76 3.86 1.17 0.45  0.105
C31 9.44 -1.47 -1.00  -0.003
C32 8.76 -2.73 -0.57  -0.499
O6 7.74 -2.79 0.13  0.010
N6 9.33 -3.85 -1.12  0.016
H77 10.25 -3.67 -1.44  0.118
H78 6.44 -1.69 0.57  0.094
C33 9.10 -5.25 -0.71  -0.036
H79 9.70 -1.52 -2.04  0.081
H80 10.45 -1.40 -0.49  0.113
H81 8.89 -0.53 -0.66  0.107
H82 9.56 -5.95 -1.47  0.114
H83 8.05 -5.41 -0.56  0.074
H84 9.57 -5.41 0.21  0.063
C34 -3.37 3.99 -1.04  0.058
C35 -3.17 3.60 0.49  -0.389
O7 -3.11 4.29 1.44  0.154
N7 -3.03 2.12 0.57  0.084
H85 -3.81 1.72 -0.02  0.100
H86 -2.20 1.77 0.09  0.112
C36 -3.09 1.62 2.00  0.026
H87 -4.13 3.36 -1.53  0.082
H88 -2.43 3.72 -1.50  0.058
H89 -3.54 5.08 -1.07  0.093
H90 -2.25 1.98 2.60  0.093
H91 -3.04 0.49 2.02  0.102
H92 -4.02 1.98 2.41  0.095
C37 -8.11 -0.83 0.36  0.029
C38 -7.57 -2.15 0.76  -0.345
O8 -8.14 -3.00 1.44  0.130
N8 -6.18 -2.48 0.24  0.045
H93 -5.96 -1.80 -0.47  0.068
H94 -5.41 -2.43 0.99  0.087
C39 -6.15 -3.75 -0.45  -0.041
H95 -8.90 -0.53 1.03  0.101
H96 -8.42 -0.83 -0.69  0.111
H97 -7.24 -0.13 0.40  0.086
H98 -6.66 -3.80 -1.41  0.109
H99 -6.54 -4.49 0.23  0.099
H100 -5.10 -4.04 -0.61  0.089
N9 -4.79 0.13 -1.60  -0.563
O9 -4.29 0.90 -2.37  0.019
O10 -5.15 -1.04 -1.93  -0.032
O11 -4.89 0.51 -0.42  -0.051
N10 3.30 2.24 -4.44  -0.438
O12 2.60 2.65 -3.51  0.076
O13 3.31 2.67 -5.61  0.112
O14 4.16 1.29 -4.14  0.158
N11 -3.40 -3.13 1.67  -0.534
O15 -2.17 -3.00 1.80  -0.040
O16 -3.94 -4.24 1.55  0.014
O17 -4.13 -2.09 1.65  -0.034
N12 5.01 -1.65 1.64  -0.350
O18 5.50 -1.43 0.44  0.158
O19 5.80 -2.15 2.43  0.175
O20 3.81 -1.31 1.96  0.052
N13 -0.26 0.26 -1.01  -0.481
O21 -0.30 1.08 -0.04  -0.048
O22 0.74 -0.56 -1.14  -0.051
O23 -1.20 0.27 -1.86  -0.018

**HOMO energy**: -14.49 eV
**Charge**: +3
**Gap between HOMO and LUMO**: 8.22 eV

---

3.
# C36H65Ge2N4O4Zr

A molecular structure, C36H65Ge2N4O4Zr (ωB97M-V/def2-TZVPD, the Open Molecules 2025 dataset).

Last column: Löwdin charge in e.
CARTESIAN COORDINATES (ANGSTROEM)
Zr1 -0.50 1.90 -0.53  1.796
C1 2.90 0.53 -1.06  -0.035
C2 3.11 -0.79 -1.82  -0.297
C3 3.70 -1.91 -0.96  -0.075
C4 3.21 -2.32 0.45  -0.474
C5 3.82 -3.70 0.72  -0.012
C6 3.66 -1.34 1.54  -0.005
N1 1.70 -2.41 0.54  0.098
C7 1.17 -3.20 1.69  -0.105
C8 -0.06 -2.56 2.31  -0.149
N2 -1.12 -2.26 1.35  -0.097
C9 -1.88 -1.09 1.74  -0.062
C10 -1.38 0.14 1.04  -0.504
O1 -2.15 1.04 0.57  -0.085
O2 -0.11 0.33 0.84  -0.171
C11 -1.98 -3.39 0.87  -0.298
C12 -1.87 -4.67 1.69  -0.030
C13 -1.98 -3.57 -0.67  -0.084
C14 -0.87 -4.22 -1.53  -0.527
C15 -1.50 -4.39 -2.92  -0.024
C16 -0.40 -5.58 -1.03  -0.011
N3 0.29 -3.28 -1.60  -0.015
C17 1.41 -3.68 -2.47  -0.161
C18 1.95 -2.48 -3.26  -0.120
N4 1.88 -1.20 -2.54  -0.120
C19 1.36 -0.11 -3.36  -0.069
C20 0.37 0.68 -2.56  -0.532
O3 0.36 1.97 -2.49  -0.159
O4 -0.47 0.09 -1.80  -0.057
H1 3.76 0.73 -0.44  0.095
H2 2.01 0.48 -0.41  0.053
H3 2.79 1.37 -1.74  0.079
H4 3.89 -0.58 -2.57  0.161
H5 4.75 -1.64 -0.81  0.142
H6 3.74 -2.81 -1.57  0.104
H7 4.88 -3.67 0.46  0.112
H8 3.35 -4.47 0.10  0.095
H9 3.76 -4.00 1.76  0.095
H10 4.75 -1.21 1.50  0.112
H11 3.42 -1.72 2.53  0.095
H12 3.20 -0.36 1.44  0.061
H13 1.32 -1.46 0.63  0.119
H14 1.17 -2.80 -0.35  0.120
H15 1.93 -3.29 2.46  0.122
H16 0.97 -4.21 1.32  0.109
H17 0.26 -1.62 2.75  0.129
H18 -0.39 -3.20 3.13  0.134
H19 -1.84 -0.87 2.82  0.163
H20 -2.94 -1.18 1.49  0.149
H21 -3.01 -3.07 1.04  0.131
H22 -0.89 -5.13 1.71  0.063
H23 -2.56 -5.41 1.28  0.102
H24 -2.18 -4.49 2.72  0.095
H25 -2.16 -2.57 -1.09  0.119
H26 -2.88 -4.14 -0.88  0.133
H27 -2.34 -5.08 -2.87  0.103
H28 -0.80 -4.80 -3.65  0.083
H29 -1.87 -3.43 -3.30  0.093
H30 -1.26 -6.23 -0.85  0.105
H31 0.18 -5.51 -0.11  0.063
H32 0.22 -6.07 -1.78  0.094
H33 -0.06 -2.38 -1.92  0.098
H34 1.12 -4.44 -3.19  0.115
H35 2.19 -4.14 -1.85  0.102
H36 1.35 -2.39 -4.16  0.126
H37 2.97 -2.70 -3.60  0.139
H38 0.82 -0.49 -4.22  0.156
H39 2.13 0.57 -3.75  0.152
C21 3.67 3.83 0.65  -0.152
C22 2.70 3.19 1.65  -0.340
Ge1 0.84 3.69 1.32  0.853
C23 -0.40 2.89 2.67  -0.354
C24 -0.10 3.62 3.99  -0.133
C25 0.62 5.61 1.29  -0.206
C26 0.55 6.18 0.08  -0.373
Ge2 0.47 4.84 -1.32  1.017
C27 -1.39 4.31 -1.91  -0.316
C28 -2.37 3.26 -1.37  -0.192
C29 1.60 4.96 -2.89  -0.324
C30 3.05 5.37 -2.64  -0.132
C31 0.63 7.59 -0.31  -0.265
C32 -0.04 8.03 -1.45  -0.057
C33 0.02 9.36 -1.83  -0.047
C34 0.77 10.26 -1.08  -0.037
C35 1.46 9.82 0.05  -0.040
C36 1.39 8.49 0.44  -0.017
H40 4.64 4.01 1.10  0.092
H41 3.31 4.80 0.29  0.049
H42 3.83 3.19 -0.22  0.049
H43 2.93 3.51 2.67  0.077
H44 2.78 2.10 1.65  0.041
H45 -0.20 1.82 2.78  0.046
H46 -1.44 3.03 2.39  0.064
H47 0.94 3.48 4.30  0.077
H48 -0.74 3.23 4.77  0.093
H49 -0.29 4.69 3.91  0.072
H50 0.67 6.22 2.19  0.085
H51 -1.32 4.21 -2.99  0.090
H52 -1.87 5.26 -1.68  0.089
H53 -2.24 2.22 -1.77  0.074
H54 -3.38 3.46 -1.76  0.138
H55 -2.51 3.26 -0.28  0.090
H56 1.08 5.76 -3.45  0.088
H57 1.49 4.04 -3.46  0.059
H58 3.11 6.27 -2.03  0.079
H59 3.53 5.58 -3.59  0.090
H60 3.61 4.58 -2.15  0.054
H61 -0.65 7.34 -2.03  0.094
H62 -0.51 9.70 -2.71  0.119
H63 0.83 11.30 -1.37  0.122
H64 2.05 10.52 0.63  0.121
H65 1.95 8.16 1.30  0.119

**HOMO energy**: -15.39 eV
**Charge**: +3
**Gap between HOMO and LUMO**: 5.68 eV

---

4.
# C30H42AlFN5O

A molecular structure, C30H42AlFN5O (ωB97M-V/def2-TZVPD, the Open Molecules 2025 dataset).

Last column: Löwdin charge in e.
CARTESIAN COORDINATES (ANGSTROEM)
Al1 -0.62 -0.45 -0.95  0.304
C1 -2.35 -2.58 -4.03  0.071
C2 -1.80 -2.55 -2.65  -0.374
O1 -1.68 -1.45 -2.02  0.047
N1 -1.49 -3.67 -2.03  0.159
C3 -0.94 -3.71 -0.67  -0.054
C4 0.49 -3.24 -0.64  -0.223
C5 1.51 -4.13 -0.42  0.030
C6 2.83 -3.70 -0.52  0.033
C7 3.08 -2.40 -0.88  0.029
C8 2.01 -1.55 -1.07  -0.047
N2 0.73 -1.93 -0.92  0.104
H1 -2.31 -1.59 -4.47  0.110
H2 -3.39 -2.92 -4.01  0.121
H3 -1.79 -3.28 -4.66  0.117
H4 -1.57 -4.54 -2.54  0.185
H5 -1.01 -4.73 -0.31  0.148
H6 -1.57 -3.09 -0.02  0.107
H7 1.28 -5.17 -0.19  0.138
H8 3.65 -4.39 -0.33  0.141
H9 4.09 -2.02 -1.01  0.139
H10 2.17 -0.52 -1.36  0.084
C9 0.51 0.85 3.89  -0.037
C10 0.55 0.00 2.61  -0.386
C11 0.43 -1.49 2.95  -0.042
C12 1.77 0.31 1.77  -0.135
C13 3.02 0.15 2.35  -0.017
C14 4.17 0.53 1.69  -0.025
C15 4.08 1.09 0.43  -0.010
C16 2.86 1.24 -0.22  -0.162
C17 2.86 1.87 -1.61  -0.359
C18 3.79 1.15 -2.60  -0.044
C19 3.29 3.35 -1.54  -0.033
C20 1.70 0.81 0.46  -0.188
N3 0.42 0.87 -0.24  0.034
C21 -0.05 2.17 -0.52  -0.251
C22 0.33 3.36 0.09  -0.002
C23 -0.27 4.56 -0.30  -0.031
C24 -1.25 4.60 -1.28  -0.040
C25 -1.67 3.42 -1.90  0.015
C26 -1.05 2.29 -1.47  -0.154
F1 -1.44 1.01 -1.99  0.082
H11 -0.40 0.67 4.47  0.081
H12 0.57 1.92 3.65  0.092
H13 1.36 0.62 4.54  0.091
H14 -0.31 0.29 2.01  0.065
H15 1.30 -1.85 3.50  0.096
H16 0.35 -2.11 2.05  0.060
H17 -0.45 -1.69 3.58  0.084
H18 3.10 -0.25 3.36  0.124
H19 5.14 0.42 2.17  0.124
H20 4.99 1.42 -0.07  0.125
H21 1.85 1.83 -2.02  0.119
H22 4.81 1.07 -2.22  0.087
H23 3.84 1.71 -3.54  0.095
H24 3.46 0.14 -2.86  0.067
H25 4.33 3.42 -1.24  0.094
H26 2.69 3.91 -0.82  0.066
H27 3.19 3.82 -2.52  0.096
H28 1.11 3.35 0.84  0.133
H29 0.05 5.48 0.17  0.127
H30 -1.68 5.55 -1.58  0.125
H31 -2.42 3.41 -2.68  0.138
N4 -4.77 0.17 1.96  0.085
C27 -3.47 0.85 2.31  -0.056
C28 -2.59 0.94 1.08  -0.135
N5 -2.29 -0.40 0.49  -0.017
C29 -3.58 -1.05 0.14  -0.137
C30 -4.52 -1.18 1.33  -0.061
H32 -5.31 0.76 1.32  0.194
H33 -5.36 0.06 2.79  0.198
H34 -3.00 0.26 3.09  0.145
H35 -3.70 1.84 2.71  0.157
H36 -1.68 1.46 1.35  0.117
H37 -3.08 1.54 0.30  0.145
H38 -1.85 -0.94 1.23  0.119
H39 -3.42 -2.05 -0.26  0.118
H40 -4.05 -0.46 -0.65  0.150
H41 -4.10 -1.81 2.11  0.149
H42 -5.48 -1.61 1.03  0.153

**HOMO energy**: -15.64 eV
**Charge**: +3
**Energy above the lowest of the compared OMol25 structures with the same formula, charge and spin**: 11.7 kcal/mol
**Gap between HOMO and LUMO**: 7.41 eV